(1)
{
  "formula": "C40H32BrIN8O3SSn",
  "method": "ωB97M-V/def2-TZVPD",
  "symbols": ["Sn", "C", "C", "N", "C", "C", "C", "C", "C", "C", "C", "N", "C", "C", "C", "C", "C", "C", "C", "C", "N", "C", "H", "H", "H", "H", "H", "H", "H", "H", "H", "H", "H", "H", "C", "N", "C", "C", "N", "C", "S", "H", "H", "H", "H", "H", "H", "I", "C", "C", "C", "C", "C", "N", "H", "H", "H", "H", "N", "C", "O", "C", "C", "C", "N", "C", "C", "H", "H", "H", "H", "H", "H", "Br", "C", "C", "C", "C", "C", "C", "C", "O", "O", "H", "H", "H", "H"],
  "xyz": [[0.1741, -0.8418, -0.1333], [4.4975, -1.2809, 1.7084], [3.2080, -1.6393, 1.2945], [2.1285, -0.8946, 1.5199], [2.2909, 0.2726, 2.1697], [3.5515, 0.7493, 2.5582], [4.6744, -0.0711, 2.3191], [3.6477, 2.0336, 3.1290], [2.5340, 2.8486, 3.3140], [1.2749, 2.3662, 3.0402], [1.1051, 1.0470, 2.5354], [-0.0455, 0.4233, 2.3488], [-1.1586, 0.6452, 3.0833], [-1.1161, 1.2083, 4.3744], [-2.2699, 1.3956, 5.1251], [-3.4883, 1.0071, 4.6168], [-3.5910, 0.3735, 3.3526], [-4.8259, -0.0797, 2.8392], [-4.8528, -0.7116, 1.6316], [-3.6372, -0.8753, 0.9391], [-2.4730, -0.4484, 1.3830], [-2.4348, 0.1597, 2.5788], [5.3312, -1.9430, 1.5118], [3.0421, -2.5678, 0.7541], [5.6623, 0.2679, 2.6149], [4.6323, 2.4082, 3.3914], [2.6581, 3.8604, 3.6755], [0.4064, 3.0049, 3.1438], [-0.1571, 1.4243, 4.8241], [-2.2012, 1.8185, 6.1200], [-4.3916, 1.1531, 5.2040], [-5.7357, 0.0844, 3.4078], [-5.7791, -1.0775, 1.2042], [-3.6277, -1.3715, -0.0282], [-1.9099, -4.2874, 3.8373], [-1.4999, -4.9859, 2.6174], [-1.9914, -6.2308, 2.2148], [-1.4106, -6.5253, 1.0427], [-0.5839, -5.4509, 0.7433], [-0.6257, -4.5078, 1.7068], [0.2863, -3.0695, 1.7765], [-1.8823, -4.9786, 4.6758], [-2.9183, -3.8942, 3.7245], [-1.2168, -3.4726, 4.0147], [-2.6878, -6.7967, 2.8152], [-1.5140, -7.3867, 0.4026], [0.0429, -5.3817, -0.0409], [-0.9231, 0.3621, -3.3726], [-2.5690, 1.1761, -2.3619], [-3.6638, 1.6061, -3.0994], [-4.7121, 2.1837, -2.4038], [-4.6198, 2.3110, -1.0252], [-3.4819, 1.8393, -0.3969], [-2.4574, 1.2670, -1.0503], [-3.6861, 1.5024, -4.1765], [-5.5876, 2.5374, -2.9368], [-5.4129, 2.7741, -0.4486], [-3.3725, 1.9260, 0.6826], [0.3087, -4.8279, -6.3926], [1.2007, -4.9589, -5.3746], [2.1513, -5.7109, -5.3831], [0.9425, -4.1035, -4.1572], [-0.3028, -4.0316, -3.5491], [-0.4292, -3.2904, -2.3913], [0.5908, -2.6342, -1.8319], [1.7957, -2.7024, -2.4267], [2.0103, -3.4318, -3.5800], [0.4750, -5.3485, -7.2365], [-0.3871, -4.1044, -6.4022], [-1.1591, -4.5600, -3.9549], [-1.3888, -3.2147, -1.8889], [2.6015, -2.1458, -1.9639], [2.9969, -3.4888, -4.0252], [6.9299, 3.7772, -3.6910], [5.4438, 2.9735, -2.8628], [4.2887, 3.7111, -2.6719], [3.1995, 3.1163, -2.0490], [3.2608, 1.7916, -1.6390], [4.4232, 1.0607, -1.8551], [5.5262, 1.6510, -2.4575], [2.0732, 1.1761, -0.9733], [1.3588, 1.8406, -0.2049], [1.7975, -0.0675, -1.2589], [4.2431, 4.7423, -3.0018], [2.2907, 3.6843, -1.8816], [4.4696, 0.0210, -1.5508], [6.4365, 1.0890, -2.6260]],
  "forces_ev_per_angstrom": [[0.05, 0.21, 0.78], [0.01, -0.11, -0.04], [-0.34, 0.18, -0.09], [0.40, -0.19, -0.44], [-0.67, 0.58, 0.38], [0.05, 0.08, -0.12], [0.09, 0.09, 0.03], [-0.13, 0.68, 0.19], [0.96, -0.23, -0.01], [-0.51, -0.90, -0.51], [1.13, 0.50, 0.26], [-0.96, -0.75, -0.40], [0.16, 0.11, -0.05], [0.12, -0.15, -0.29], [-0.34, -0.10, -0.02], [-0.10, 0.13, 0.27], [-0.05, 0.13, 0.12], [-0.06, 0.10, 0.12], [0.04, -0.13, -0.18], [0.15, -0.08, 0.10], [-0.15, -0.48, -0.07], [0.31, 0.19, 0.07], [-0.08, 0.02, 0.02], [0.00, 0.09, 0.04], [-0.09, -0.02, -0.01], [-0.08, -0.03, 0.00], [0.04, -0.04, 0.02], [0.01, -0.09, 0.04], [0.02, 0.02, -0.06], [-0.02, -0.02, -0.08], [0.11, -0.05, -0.09], [0.08, -0.02, -0.02], [0.10, 0.03, 0.01], [-0.03, 0.06, 0.02], [0.04, -0.14, -0.11], [-0.29, -0.03, 0.22], [0.08, 0.47, 0.48], [0.28, 0.25, -0.37], [0.08, -0.25, -0.19], [-0.52, -0.50, -0.15], [-0.01, 0.14, 0.02], [0.02, -0.03, -0.02], [-0.02, 0.00, -0.05], [0.03, 0.04, -0.01], [0.09, 0.14, -0.06], [0.07, 0.12, 0.05], [0.00, -0.03, -0.05], [0.05, -0.09, 0.04], [-0.13, 0.17, 0.20], [0.01, -0.01, -0.09], [-0.08, 0.02, -0.08], [-0.01, 0.04, 0.06], [0.21, 0.04, 0.00], [-0.20, 0.16, -0.16], [-0.01, 0.00, 0.08], [0.07, -0.02, 0.04], [0.10, -0.06, -0.06], [0.01, 0.00, -0.18], [0.18, -0.04, 0.39], [0.00, -0.10, -0.30], [-0.18, 0.20, 0.01], [-0.02, -0.06, -0.08], [-0.06, -0.09, -0.06], [-0.10, 0.08, 0.25], [0.35, 0.25, -0.11], [-0.13, -0.06, 0.06], [0.08, -0.03, 0.06], [0.02, -0.06, -0.07], [0.01, 0.03, -0.01], [0.07, 0.07, 0.04], [0.02, 0.04, 0.01], [-0.12, 0.00, -0.04], [-0.08, -0.01, 0.05], [0.04, 0.02, -0.03], [0.10, -0.01, -0.03], [-0.26, 0.07, 0.09], [-0.05, 0.31, 0.05], [-0.06, -0.29, -0.03], [0.12, -0.14, -0.11], [-0.10, -0.20, 0.09], [-0.76, 0.93, 0.48], [0.41, -0.79, -0.51], [0.41, -0.27, 0.13], [-0.02, -0.10, 0.03], [0.08, -0.05, 0.00], [0.01, 0.03, -0.01], [-0.07, 0.03, 0.04]],
  "e_above_lowest_kj_mol": 315.6,
  "charge": 2,
  "homo_lumo_gap_ev": [3.55, 5.53],
  "homo_energy_ha": [-0.4414, -0.4653]
}

---

(2)
{
  "formula": "C40H32ClIN6O3RhTe",
  "method": "ωB97M-V/def2-TZVPD",
  "symbols": ["Rh", "C", "C", "C", "C", "N", "C", "N", "C", "N", "C", "N", "C", "C", "C", "C", "C", "N", "C", "C", "C", "C", "C", "C", "H", "H", "H", "H", "H", "H", "H", "H", "H", "H", "H", "H", "C", "Te", "C", "C", "C", "C", "C", "C", "C", "H", "H", "H", "H", "H", "H", "H", "H", "I", "C", "C", "C", "C", "N", "C", "H", "H", "H", "H", "C", "C", "C", "C", "Cl", "C", "C", "C", "O", "C", "C", "O", "O", "H", "H", "H", "H", "H", "H", "H", "H"],
  "xyz": [[-1.2760, -0.1376, -0.7883], [-2.1345, -4.1085, 0.6326], [-2.7010, -4.0052, 1.8992], [-2.8565, -2.7539, 2.4302], [-2.4382, -1.5762, 1.7067], [-1.8741, -1.7241, 0.4364], [-1.7481, -2.9411, -0.0530], [-2.6141, -0.4480, 2.3156], [-2.2825, 0.8032, 1.8318], [-1.9653, 1.1399, 0.5183], [-1.7084, 2.4985, 0.4703], [-1.3067, 3.2166, -0.5440], [-0.9581, 2.7341, -1.7635], [-0.6960, 3.7109, -2.7484], [-0.3023, 3.3501, -4.0073], [-0.1574, 1.9915, -4.2994], [-0.4216, 1.0812, -3.3108], [-0.8210, 1.4188, -2.0661], [-1.9237, 3.0317, 1.7924], [-1.8244, 4.3240, 2.2970], [-2.0804, 4.5062, 3.6406], [-2.4381, 3.4242, 4.4850], [-2.5449, 2.1476, 4.0046], [-2.2782, 1.9447, 2.6298], [-1.9772, -5.0605, 0.1466], [-3.0095, -4.8843, 2.4479], [-3.2880, -2.5775, 3.4047], [-1.2870, -3.0312, -1.0334], [-0.8187, 4.7419, -2.4517], [-0.0994, 4.1021, -4.7583], [0.1662, 1.6468, -5.2707], [-0.2983, 0.0269, -3.4876], [-1.5564, 5.1492, 1.6514], [-2.0116, 5.4987, 4.0657], [-2.6340, 3.6200, 5.5307], [-2.8219, 1.3201, 4.6430], [1.3115, -1.3497, 1.6724], [1.2702, 0.4620, 0.5644], [1.3472, 1.3909, 2.4825], [1.9957, 0.3533, 3.3709], [2.6045, 0.7071, 4.5702], [3.2073, -0.2590, 5.3585], [3.2081, -1.5884, 4.9532], [2.6013, -1.9486, 3.7614], [1.9929, -0.9825, 2.9664], [1.8540, -2.0905, 1.0906], [0.2917, -1.6987, 1.8253], [0.3495, 1.6825, 2.8176], [1.9600, 2.2865, 2.3886], [2.6167, 1.7452, 4.8797], [3.6905, 0.0259, 6.2836], [3.6901, -2.3417, 5.5621], [2.6051, -2.9840, 3.4409], [-6.9564, -0.4432, -2.4176], [-5.0323, -1.0216, -2.9452], [-4.7798, -1.7166, -4.1187], [-3.4733, -2.0773, -4.4018], [-2.4692, -1.7304, -3.5152], [-2.7117, -1.0527, -2.3920], [-3.9722, -0.7095, -2.1115], [-5.5854, -1.9750, -4.7923], [-3.2312, -2.6317, -5.2976], [-1.4468, -2.0332, -3.6911], [-4.1350, -0.1610, -1.1906], [3.6283, 1.5843, -3.0357], [3.9301, 0.6081, -1.9357], [4.6567, 0.9756, -0.8194], [4.8933, 0.0685, 0.2094], [5.7343, 0.5901, 1.6384], [4.4472, -1.2321, 0.1107], [3.7081, -1.6174, -1.0058], [3.4330, -0.6998, -2.0085], [2.6930, -0.9784, -3.1209], [1.9773, -2.1896, -3.1714], [0.7000, -2.2394, -2.3215], [0.0386, -3.2707, -2.3841], [0.4184, -1.1815, -1.6525], [4.0709, 2.5556, -2.8226], [2.5486, 1.7053, -3.1492], [4.0102, 1.2294, -3.9938], [5.0334, 1.9872, -0.7341], [4.6587, -1.9392, 0.9021], [3.3518, -2.6359, -1.0693], [2.5959, -3.0586, -2.9420], [1.6567, -2.3001, -4.2071]],
  "forces_ev_per_angstrom": [[-0.15, 0.05, 0.20], [-0.01, 0.03, 0.02], [0.01, -0.01, -0.02], [-0.02, 0.06, 0.00], [0.03, -0.04, -0.06], [0.06, 0.09, 0.06], [0.00, -0.02, 0.00], [-0.05, -0.02, 0.05], [0.06, 0.06, -0.18], [0.00, -0.21, 0.02], [0.00, 0.02, -0.02], [0.08, 0.00, 0.07], [-0.07, -0.03, -0.04], [0.01, 0.01, 0.02], [0.00, -0.02, 0.00], [0.01, 0.00, 0.00], [-0.01, 0.00, 0.01], [-0.02, 0.13, -0.02], [-0.03, 0.01, -0.02], [-0.01, -0.01, 0.01], [0.01, 0.01, -0.01], [0.00, -0.02, 0.00], [0.01, 0.03, -0.01], [-0.04, 0.00, 0.05], [-0.01, 0.00, 0.01], [0.00, 0.00, 0.00], [0.00, -0.02, 0.00], [-0.05, 0.00, 0.05], [0.00, 0.00, -0.01], [-0.01, 0.00, 0.01], [-0.01, 0.00, 0.01], [0.01, -0.04, 0.00], [0.00, 0.00, 0.00], [0.00, 0.00, 0.01], [0.00, 0.02, 0.00], [0.00, -0.01, -0.02], [0.08, 0.03, 0.02], [0.16, -0.02, -0.12], [0.04, -0.03, 0.03], [-0.03, -0.04, -0.01], [-0.02, -0.01, -0.03], [0.02, -0.05, 0.00], [0.00, 0.04, 0.02], [-0.01, 0.02, -0.02], [-0.01, 0.03, 0.04], [0.02, -0.02, 0.00], [-0.04, 0.01, 0.00], [0.01, -0.03, -0.01], [-0.03, 0.02, 0.02], [0.00, 0.00, 0.00], [-0.01, -0.01, 0.00], [0.00, 0.01, 0.00], [0.00, 0.01, 0.00], [0.01, 0.00, 0.00], [-0.03, 0.01, 0.01], [0.02, -0.01, 0.00], [-0.03, -0.01, -0.01], [0.03, -0.03, -0.01], [-0.02, -0.02, -0.05], [0.02, 0.03, -0.01], [0.00, 0.00, 0.00], [0.00, 0.01, 0.00], [-0.02, 0.02, 0.00], [0.00, 0.01, 0.00], [-0.02, -0.02, 0.03], [-0.04, 0.04, -0.08], [0.05, 0.01, 0.12], [0.00, 0.06, -0.02], [-0.01, -0.02, -0.04], [-0.06, -0.02, 0.01], [0.01, 0.01, 0.03], [-0.02, -0.06, -0.04], [0.01, 0.02, 0.05], [-0.06, 0.03, -0.02], [0.21, -0.02, 0.11], [-0.01, -0.07, -0.13], [-0.04, 0.06, -0.09], [0.00, 0.00, 0.00], [0.00, 0.02, -0.02], [-0.01, -0.01, 0.01], [0.00, 0.00, 0.01], [-0.01, 0.00, 0.00], [-0.01, -0.01, 0.01], [0.00, 0.00, 0.02], [0.01, -0.01, -0.03]],
  "e_above_lowest_kj_mol": 0.0,
  "multiplicity": 5,
  "charge": 1,
  "s_squared": 6.08,
  "homo_lumo_gap_ev": [6.42, 4.48],
  "homo_energy_ha": [-0.3236, -0.3851]
}